# 1
ORCA calculation (ωB97M-V/def2-TZVPD) on the ion C17H35N6O2S with charge +1 in a non-equilibrium geometry.

Structure (XYZ):
```
61
Properties=species:S:1:pos:R:3:forces:R:3
C -2.1681 3.5371 3.8567 0.1 0.0 -0.2
C -1.5833 3.0674 2.5306 0.1 -0.3 0.3
H -2.3851 2.6780 1.9023 0.0 0.1 -0.1
H -1.1372 3.9072 1.9995 0.0 0.0 -0.1
C -0.5417 1.9389 2.6745 -0.2 0.2 0.0
C -0.2377 1.3867 1.3134 -0.1 0.1 -0.2
N -0.8057 1.7529 0.2029 -0.6 0.6 0.4
N -0.2311 1.0457 -0.7797 0.7 -0.7 0.5
C 0.7012 0.2431 -0.2749 -0.3 0.2 -0.2
N 0.7274 0.4393 1.0582 -0.2 0.3 -0.9
C 1.4798 -0.3409 2.0061 0.1 -0.7 0.7
H 1.7465 0.3094 2.8407 0.1 -0.1 -0.2
H 2.3770 -0.7078 1.5055 0.0 0.1 0.1
C 0.6139 -1.5201 2.4846 0.2 0.2 -0.3
N 0.1536 -2.2862 1.3395 -0.1 -0.1 0.2
C 0.9671 -3.4688 1.0851 -0.1 -0.1 -0.3
C 0.5065 -4.1353 -0.2119 0.4 0.0 0.1
O -0.8606 -4.4593 -0.1757 0.0 -0.2 0.1
C -1.6420 -3.3236 0.0825 -0.2 0.3 0.3
H -2.6785 -3.6611 0.1137 0.0 0.1 0.0
C -1.2509 -2.6642 1.4057 -0.1 -0.2 -0.3
H -1.8579 -1.7680 1.5570 0.0 0.0 0.0
H -1.4441 -3.3717 2.2273 0.0 0.0 0.0
H -1.5231 -2.5901 -0.7332 0.0 0.0 0.1
H 1.0402 -5.0733 -0.3676 0.0 0.1 0.0
H 0.7072 -3.4597 -1.0580 0.0 -0.1 0.1
H 2.0113 -3.1677 0.9843 0.1 -0.1 0.0
H 0.8806 -4.1925 1.9110 0.1 0.0 0.0
H 1.2044 -2.1248 3.1834 -0.1 0.0 0.1
H -0.2481 -1.1260 3.0276 0.0 0.0 0.0
S 1.7463 -0.7871 -1.1718 0.3 -0.2 -0.3
C 0.8601 -0.9097 -2.7765 0.2 0.3 0.4
H -0.1540 -1.2415 -2.5594 0.0 -0.1 -0.1
H 1.3938 -1.7181 -3.2749 0.0 0.0 0.1
C 0.8753 0.3375 -3.6556 0.2 -0.2 -0.3
N -0.2637 1.2235 -3.3735 0.1 0.3 -0.2
H -0.0287 2.1722 -3.6547 0.0 -0.1 0.0
C -1.5152 0.8447 -4.0336 -0.1 0.1 -0.6
C -1.5462 1.1082 -5.5419 -0.3 0.1 0.3
O -0.7025 0.1815 -6.1922 0.1 -0.2 -0.1
H -0.8405 0.2290 -7.1436 0.0 0.0 0.0
H -2.5808 1.0020 -5.8885 0.1 0.1 0.0
H -1.2168 2.1381 -5.7469 -0.1 -0.1 0.1
H -2.3201 1.4154 -3.5651 0.0 -0.1 0.0
H -1.6916 -0.2188 -3.8666 -0.1 0.0 0.1
H 1.8017 0.8908 -3.4893 -0.1 0.0 0.0
H 0.8514 0.0135 -4.7006 0.1 0.1 0.2
H -0.4018 1.2026 -1.8526 0.1 0.0 0.1
N 0.7386 2.2399 3.3030 -0.2 0.2 0.1
C 1.3814 3.4444 2.8143 0.0 -0.1 0.0
H 1.3321 3.4695 1.7267 0.1 0.1 -0.1
H 0.9344 4.3637 3.2107 0.0 0.1 0.0
H 2.4288 3.4198 3.1141 0.0 0.1 0.0
C 0.7684 2.1587 4.7510 0.0 0.0 0.0
H 1.8116 2.1176 5.0656 0.0 0.0 0.1
H 0.2737 1.2463 5.0790 0.0 -0.1 0.1
H 0.2984 3.0124 5.2498 0.0 0.0 0.0
H -0.9998 1.1323 3.2625 0.0 0.0 0.0
H -2.5198 2.6945 4.4478 -0.1 -0.1 0.1
H -1.4409 4.0923 4.4422 0.0 0.0 0.1
H -3.0123 4.1950 3.6685 -0.1 0.1 0.1
```
Forces are in eV/Å.

total charge: +1
orbital gap: 9.40 eV
ΔE to the lowest compared entry with this formula, charge and spin: 25.7 kJ/mol
spin multiplicity: 1
electronic energy: -42061.413 eV
max |F|: 1.1 eV Å⁻¹

# 2
ORCA calculation (ωB97M-V/def2-TZVPD) on a cluster of 4 separate species, C17H36BN3O8S in total.

Structure (XYZ):
```
66
Properties=species:S:1:pos:R:3:forces:R:3
C 3.5130 -0.4195 0.1055 0.0 0.1 -0.1
C 2.9203 0.3373 -0.8120 -0.2 -0.3 0.2
C 1.7597 -0.1746 -1.6322 -0.1 0.3 0.1
C 0.3609 0.2670 -1.1564 0.0 -0.3 0.1
C -0.5739 -0.8846 -0.7716 0.0 0.1 -0.1
C -1.7640 -0.3285 0.0371 0.1 -0.1 -0.1
B -2.8424 -1.4206 0.4534 0.0 0.1 -0.1
O -4.0970 -1.4304 -0.1515 0.2 0.3 0.3
O -2.6170 -2.3406 1.4285 -0.2 -0.4 -0.4
C -1.4039 -3.0638 1.5936 0.0 0.2 0.3
C -2.3300 0.8980 -0.7078 0.1 0.1 0.2
O -2.0038 0.8492 -2.1116 -0.1 0.0 0.0
S -0.4841 1.1737 -2.4518 0.0 -0.1 0.0
O -0.2541 0.5474 -3.7146 0.0 0.0 -0.1
O -0.2554 2.5809 -2.3164 0.0 0.1 0.1
H 3.0129 -1.2913 0.5153 0.3 -0.4 -0.4
H 4.5091 -0.2120 0.4770 -0.2 0.4 0.5
H 3.2526 1.3540 -0.9892 0.3 -0.2 -0.4
H 1.8124 -1.2632 -1.6422 -0.1 0.0 0.0
H 1.9048 0.1483 -2.6629 0.1 -0.1 -0.1
H 0.4656 0.9269 -0.2978 0.0 0.3 -0.2
H -0.0158 -1.6230 -0.2001 0.1 0.0 0.1
H -0.9144 -1.3652 -1.6922 0.0 -0.2 0.1
H -1.3394 0.0644 0.9699 0.0 -0.1 0.1
H -4.7729 -0.9683 0.3474 -0.3 -0.1 0.0
H -0.6258 -2.4462 2.0467 0.0 0.0 -0.1
H -1.0548 -3.4618 0.6422 0.0 0.0 0.0
H -1.6121 -3.8954 2.2604 0.0 0.0 0.0
H -3.4125 0.9638 -0.6675 0.0 -0.1 -0.1
H -1.9200 1.8221 -0.2954 0.0 0.0 0.0
C 1.4406 6.2676 -0.1599 0.0 0.0 0.0
N 1.3058 5.0108 0.5442 0.0 0.0 0.0
C 1.1058 5.0136 1.9820 0.0 0.0 0.0
C 1.3523 3.8282 -0.0959 0.0 0.0 -0.1
O 1.2343 2.7483 0.4600 0.0 0.1 0.2
H 2.3032 6.8296 0.2044 0.0 0.0 0.0
H 0.5474 6.8828 -0.0346 0.0 0.0 0.0
H 1.5766 6.0709 -1.2217 0.0 0.0 0.0
H 1.9075 4.4707 2.4836 0.0 0.0 0.0
H 0.1634 4.5300 2.2410 0.0 0.0 0.0
H 1.0910 6.0426 2.3339 0.0 0.0 0.0
H 1.4976 3.9184 -1.1814 0.0 0.0 0.0
C 6.4010 0.6914 3.9346 0.0 0.0 0.0
N 6.0696 -0.6815 3.6265 0.0 0.0 0.0
C 7.1323 -1.6605 3.4794 0.0 0.0 0.0
C 4.7950 -1.0938 3.4660 -0.1 0.0 0.0
O 4.4720 -2.2351 3.2011 0.0 0.0 0.0
H 7.0299 1.1274 3.1552 0.0 0.0 0.0
H 6.9311 0.7632 4.8869 0.0 0.0 0.0
H 5.4847 1.2753 4.0043 0.0 0.0 0.0
H 7.1131 -2.1029 2.4830 0.0 0.0 0.0
H 7.0158 -2.4671 4.2036 0.0 0.0 0.0
H 8.0892 -1.1681 3.6377 0.0 0.0 0.0
H 4.0576 -0.2831 3.5934 0.0 0.0 0.0
C -5.9896 -2.2876 -3.9201 0.0 0.0 0.0
N -6.7289 -3.3221 -3.2304 0.0 0.0 0.0
C -6.3257 -3.7048 -1.8882 0.0 0.0 0.0
C -7.7840 -3.9482 -3.7896 0.0 0.0 0.0
O -8.4328 -4.8203 -3.2459 0.0 0.0 0.0
H -4.9422 -2.5702 -4.0446 0.0 0.0 0.0
H -6.0254 -1.3458 -3.3686 0.0 0.0 0.0
H -6.4246 -2.1292 -4.9057 0.0 0.0 0.0
H -6.0591 -4.7616 -1.8539 0.0 0.0 0.0
H -7.1422 -3.5444 -1.1829 0.0 0.0 0.0
H -5.4709 -3.1003 -1.5931 0.0 0.0 0.0
H -8.0094 -3.5877 -4.8082 0.0 0.0 0.0
```
Forces are in eV/Å.

orbital gap: 9.34 eV
spin multiplicity: 1
electronic energy: -50575.612 eV
max |F|: 0.7 eV Å⁻¹
SMILES string: C=CC[C@@H]1C[C@H](B(O)OC)COS1(=O)=O.CN(C)C=O.CN(C)C=O.CN(C)C=O

# 3
ORCA calculation (ωB97M-V/def2-TZVPD) on a structure of composition C17H36ClF6O4PtSb2Si.

Structure (XYZ):
```
68
Properties=species:S:1:pos:R:3:forces:R:3
Pt -0.2225 0.5847 -2.9190 0.1 -0.3 0.5
O 1.8771 3.2016 -1.6778 0.1 0.0 0.0
Cl 1.6199 2.6105 -2.9420 -0.1 -0.4 0.0
O 2.5222 3.0218 -3.9376 0.0 0.0 0.0
O 1.7174 1.0628 -2.7776 0.1 0.8 -0.4
O 0.2179 2.7937 -3.3302 0.1 -0.1 0.1
F -2.1883 2.2227 -1.2938 0.0 0.0 0.0
Sb -3.5537 1.6011 -2.4774 -0.1 0.5 -0.1
F -2.6520 2.4464 -3.8937 -0.1 0.0 0.0
F -4.7736 0.7203 -3.5771 0.1 0.1 -0.2
F -2.2535 0.1505 -2.8598 0.1 -0.2 -0.1
F -4.2722 0.6428 -1.0326 0.1 0.0 0.1
F -4.5904 3.1286 -2.1811 -0.1 -0.1 0.1
C -1.1261 -4.8746 -1.2209 0.0 0.0 0.0
Si 0.4235 -4.2573 -2.0692 0.0 -0.1 0.0
C 0.6655 -5.1411 -3.6942 0.0 0.0 0.0
C 1.9083 -4.5177 -0.9586 0.0 0.0 0.0
C 0.2324 -2.4622 -2.3896 0.0 0.0 0.0
C 0.0673 -1.2767 -2.5960 -0.2 0.0 0.0
H -1.1080 -5.9616 -1.1147 0.0 0.0 0.0
H -2.0150 -4.6030 -1.7929 0.0 0.0 0.0
H -1.2271 -4.4417 -0.2239 0.0 0.0 0.0
H 0.7653 -6.2184 -3.5445 0.0 0.0 0.0
H 1.5638 -4.7817 -4.1991 0.0 0.0 0.0
H -0.1832 -4.9664 -4.3577 0.0 0.0 0.0
H 2.0341 -5.5736 -0.7094 0.0 0.0 0.0
H 1.7967 -3.9643 -0.0237 0.0 0.0 0.0
H 2.8225 -4.1726 -1.4452 0.0 0.0 0.0
C -0.1872 3.0579 3.0974 0.0 0.0 0.0
C -0.7790 2.9013 1.6966 0.0 0.0 0.0
C -2.2899 2.7095 1.8002 0.0 0.0 0.0
C -0.4523 4.1090 0.8195 0.0 0.0 0.0
Sb 0.1702 1.1713 0.7398 0.0 -0.1 -0.1
C 2.2827 1.0619 1.3573 0.0 0.0 0.0
C 2.9067 2.4537 1.3958 0.0 0.0 0.0
C 3.0017 0.1981 0.3207 0.0 0.0 0.0
C 2.3739 0.4291 2.7462 0.0 0.0 0.0
C -0.8148 -0.6815 1.3742 0.0 0.0 0.0
C -2.1074 -0.8056 0.5741 0.1 0.0 0.0
C -1.1057 -0.5987 2.8731 0.0 0.0 0.0
C 0.0957 -1.8640 1.0682 0.0 0.0 0.0
H -0.6514 3.9347 3.5605 0.0 0.0 0.0
H 0.8892 3.2281 3.0904 -0.2 0.0 0.0
H -0.4025 2.1994 3.7356 0.0 0.0 0.0
H -2.6986 3.5932 2.3010 0.0 0.0 0.0
H -2.5655 1.8431 2.4002 0.0 0.1 0.0
H -2.7640 2.6264 0.8277 0.0 0.0 -0.1
H -0.9413 4.9902 1.2462 0.0 0.0 0.0
H -0.8272 3.9788 -0.1958 0.0 0.0 0.0
H 0.6194 4.3080 0.7720 0.0 0.0 0.0
H 2.8684 2.9537 0.4329 0.0 0.0 -0.1
H 3.9611 2.3365 1.6667 0.0 0.0 0.0
H 2.4511 3.0992 2.1477 0.1 -0.1 -0.1
H 2.9048 0.5981 -0.6892 0.0 0.0 0.1
H 2.6361 -0.8286 0.3111 0.0 0.0 0.0
H 4.0665 0.1714 0.5723 0.0 0.0 0.0
H 1.8878 1.0331 3.5128 0.0 0.0 0.0
H 3.4348 0.3560 3.0085 0.0 0.0 0.0
H 1.9640 -0.5784 2.7846 0.0 0.0 0.0
H -2.7705 0.0485 0.7031 0.0 0.0 0.0
H -2.6410 -1.6969 0.9214 0.0 0.0 0.0
H -1.9060 -0.9344 -0.4908 0.0 0.0 0.0
H -1.8284 0.1791 3.1142 0.0 0.0 0.0
H -0.2100 -0.4433 3.4762 0.0 0.0 0.0
H -1.5443 -1.5545 3.1789 0.0 0.0 0.0
H 0.3617 -1.9048 0.0115 0.0 0.0 0.0
H -0.4590 -2.7785 1.3038 0.0 0.0 0.0
H 1.0020 -1.8744 1.6725 0.0 0.0 0.0
```
Forces are in eV/Å.

orbital gap (spin up / spin down): 8.71 / 6.22 eV
ΔE to the lowest compared entry with this formula, charge and spin: 16.8 kJ/mol
spin multiplicity: 2
electronic energy: -79423.478 eV
max |F|: 0.9 eV Å⁻¹

# 4
ORCA calculation (ωB97M-V/def2-TZVPD) on a structure of composition C17H36ClN4O2Rh.

Structure (XYZ):
```
61
Properties=species:S:1:pos:R:3:forces:R:3
Rh -0.7318 -0.1540 0.3434 -0.4 0.0 0.6
C -1.0731 0.2381 3.5188 0.0 0.1 -0.1
C 0.0308 -0.8019 3.3833 0.0 -0.1 -0.1
N 0.4269 -1.0914 1.9892 0.1 0.1 -0.2
C 1.8762 -1.3283 1.8182 -0.1 0.1 0.1
C 2.2730 -1.4078 0.3479 0.0 0.0 -0.2
N 2.5395 -0.0897 -0.2362 0.0 -0.1 0.0
C 1.6779 1.9953 -1.1078 0.1 0.0 0.0
C 1.1446 2.4870 0.2452 0.0 -0.1 0.0
C -0.2815 3.0194 0.2641 -0.2 0.0 -0.1
N -1.3450 1.9896 0.0916 0.2 -0.1 -0.1
C -2.5434 2.2128 0.9414 0.1 0.1 -0.1
C -3.3836 0.9548 1.0266 0.0 -0.1 0.0
N -2.6196 -0.1721 1.5720 -0.1 -0.1 -0.1
C -2.4614 -0.1791 3.0331 0.0 -0.1 -0.1
H -0.7563 1.1461 2.9906 0.0 0.0 0.0
H -1.1429 0.5035 4.5772 0.0 0.0 0.0
H -0.2754 -1.7361 3.8646 0.0 0.0 0.1
H 0.9149 -0.4433 3.9130 0.0 0.0 0.0
H -0.0571 -1.9518 1.6833 -0.1 -0.2 0.0
H 2.1555 -2.2450 2.3488 0.0 0.0 0.0
H 2.4159 -0.4949 2.2719 0.0 0.0 0.0
H 1.4851 -1.9271 -0.2046 0.0 0.0 0.0
H 3.1637 -2.0326 0.2562 0.0 0.0 0.1
H 3.5130 0.0269 -0.4773 0.0 0.0 0.0
H 1.1143 2.4630 -1.9178 0.0 0.0 0.0
H 2.7102 2.3341 -1.2233 0.0 0.0 0.0
H 1.7800 3.2936 0.6172 0.0 0.0 0.0
H 1.2432 1.6806 0.9808 0.0 0.0 0.0
H -0.4094 3.7953 -0.4968 0.0 0.0 0.0
H -0.4662 3.4930 1.2293 0.1 0.0 0.0
H -1.6407 1.9854 -0.8809 -0.1 0.0 0.0
H -3.1444 3.0439 0.5627 0.0 0.0 0.0
H -2.1771 2.5004 1.9284 0.0 0.0 0.0
H -3.7274 0.6382 0.0391 0.0 0.0 0.0
H -4.2852 1.1530 1.6148 0.0 0.0 0.0
H -3.1384 -1.0165 1.2573 -0.1 0.0 0.0
H -2.6881 -1.1907 3.3793 0.0 0.0 0.0
H -3.2120 0.4804 3.4802 0.0 0.0 0.0
Cl -4.6549 -2.0826 0.1560 0.1 0.1 0.1
C -2.5324 -3.6055 -1.0731 0.2 0.0 0.0
C -1.6154 -2.7672 -0.3529 -0.1 0.0 -0.2
O -1.1594 -3.0860 0.7579 0.1 0.1 0.3
O -1.2586 -1.6331 -0.9368 0.1 -0.1 -0.2
H -2.8742 -3.3219 -2.0542 0.0 0.0 0.0
H -2.8463 -4.5329 -0.6250 0.0 0.0 0.0
C 0.7467 0.4482 -3.6087 0.0 0.0 0.0
C 1.9097 -0.0144 -2.7234 0.1 0.0 0.0
C 3.2295 0.5303 -3.2724 0.0 0.0 -0.1
C 1.9360 -1.5439 -2.7685 0.1 0.0 0.0
C 1.6747 0.4667 -1.2697 -0.1 0.1 0.2
H 0.8606 0.0414 -4.6154 0.0 0.0 0.0
H 0.6916 1.5330 -3.7059 0.0 0.0 0.0
H -0.2067 0.0796 -3.2178 0.0 0.0 0.0
H 3.4019 0.1364 -4.2764 0.0 0.0 0.0
H 4.0837 0.2263 -2.6609 0.0 0.0 0.0
H 3.2325 1.6193 -3.3435 0.0 0.0 0.0
H 2.0238 -1.8742 -3.8057 0.0 0.0 0.0
H 1.0173 -1.9689 -2.3576 0.0 0.0 0.0
H 2.7886 -1.9496 -2.2208 0.0 0.0 0.0
H 0.6469 0.1270 -1.0495 0.1 -0.1 -0.1
```
Forces are in eV/Å.

orbital gap (spin up / spin down): 7.09 / 6.93 eV
ΔE to the lowest compared entry with this formula, charge and spin: 3.1 kJ/mol
spin multiplicity: 5
electronic energy: -43797.485 eV
max |F|: 0.7 eV Å⁻¹

Look up the spin multiplicity of the fourth one.
5

Look up the electronic energy of the fourth one.
-43797.485 eV

The lowest electronic energy belongs to which entry?
C17H36ClF6O4PtSb2Si